Record 1
This record from the OMol25 dataset describes a 10-piece molecular cluster, C32H32F12N2O30 overall. The level of theory is ωB97M-V with the def2-TZVPD basis set.

Output
LUMO energy: 0.091 eV
SMILES: C#CN(COC(F)(F)F)C(=O)ON.O=C1OC[C@@H](F)O1.O=C1OC[C@@H](F)O1.O=C1OC[C@@H](F)O1.O=C1OC[C@@H](F)O1.O=C1OC[C@@H](F)O1.O=C1OC[C@@H](F)O1.O=C1OC[C@@H](F)O1.O=C1OC[C@@H](F)O1.O=C1OC[C@@H](F)O1
spin multiplicity: 1
orbital gap: 9.728 eV
charge: 0

Each line ends with the Löwdin charge.
Positions of all 108 atoms, in Å:
C  -1.9067  -4.9603  -0.1791  0.163
C  -0.9430  -4.8042  -0.8707  -0.142
N  0.1385  -4.4319  -1.6399  0.010
C  1.4270  -4.7202  -1.0005  -0.093
O  1.8040  -3.7142  -0.0564  0.061
C  1.9012  -2.4458  -0.5047  -0.722
F  2.2953  -2.3565  -1.7672  0.190
F  2.7974  -1.8074  0.2580  0.173
F  0.7490  -1.7883  -0.3742  0.178
C  0.0621  -4.9428  -2.9821  -0.509
O  -0.5306  -5.9134  -3.3095  0.203
O  0.8261  -4.2290  -3.8534  -0.047
N  0.2328  -2.9411  -4.0668  0.096
H  -2.7491  -5.0685  0.4566  0.034
H  1.3329  -5.6179  -0.3938  0.152
H  2.2002  -4.8939  -1.7456  0.151
H  0.1866  -2.4298  -3.1943  0.053
H  0.8048  -2.4318  -4.7233  0.096
C  -0.6199  0.3174  -2.3489  -0.069
C  -1.4937  1.5346  -2.4725  -0.296
O  -1.3219  1.9039  -3.8336  0.106
C  -1.0336  0.7575  -4.5191  -0.542
O  -1.0735  0.6486  -5.6973  0.184
O  -0.6931  -0.2403  -3.6630  0.056
F  -1.0491  2.5516  -1.6815  0.074
H  0.4151  0.5800  -2.1278  0.124
H  -0.9822  -0.3794  -1.6030  0.115
H  -2.5444  1.3561  -2.2707  0.151
C  1.1874  -1.5853  3.2596  -0.055
C  0.4520  -2.8851  3.0498  -0.298
O  -0.8886  -2.4554  2.8716  0.132
C  -0.8409  -1.1944  2.3510  -0.554
O  -1.7443  -0.6532  1.8088  0.177
O  0.3975  -0.6727  2.4846  0.076
F  0.5203  -3.6965  4.1370  0.075
H  1.1757  -1.2785  4.3029  0.136
H  2.2087  -1.6126  2.9033  0.108
H  0.7662  -3.4467  2.1678  0.157
C  -2.1989  5.1400  -4.4708  -0.044
C  -3.4560  5.6183  -5.1507  -0.306
O  -4.0696  6.4072  -4.1485  0.126
C  -3.0734  6.8901  -3.3448  -0.549
O  -3.2078  7.7715  -2.5668  0.182
O  -1.9182  6.2242  -3.5746  0.081
F  -4.2872  4.5906  -5.4758  0.063
H  -2.3711  4.2290  -3.8987  0.131
H  -1.3715  4.9758  -5.1559  0.131
H  -3.2872  6.2316  -6.0380  0.174
C  -5.5180  0.0768  0.9564  -0.041
C  -6.0530  -1.2121  0.3740  -0.307
O  -5.4217  -1.2682  -0.8974  0.146
C  -4.2578  -0.5761  -0.7901  -0.537
O  -3.3420  -0.6332  -1.5446  0.169
O  -4.2383  0.1672  0.3280  0.072
F  -7.3968  -1.1855  0.2106  0.079
H  -6.1259  0.9357  0.6682  0.146
H  -5.4192  0.0495  2.0382  0.143
H  -5.7816  -2.1052  0.9395  0.174
C  3.5830  3.3760  -3.0313  -0.045
C  3.0144  1.9884  -3.1973  -0.300
O  1.7046  2.2478  -3.6754  0.114
C  1.7517  3.4381  -4.3473  -0.528
O  0.9146  3.8290  -5.0853  0.189
O  2.8972  4.0990  -4.0578  0.082
F  2.9274  1.3290  -2.0147  0.074
H  3.3321  3.7955  -2.0560  0.147
H  4.6585  3.4212  -3.1802  0.142
H  3.5453  1.3626  -3.9168  0.179
C  -7.1338  4.9156  -7.1364  -0.057
C  -7.7432  3.5423  -7.2821  -0.314
O  -9.0488  3.8358  -7.7469  0.131
C  -8.9882  5.0221  -8.4193  -0.550
O  -9.8329  5.4352  -9.1364  0.185
O  -7.8172  5.6540  -8.1551  0.072
F  -7.8271  2.8908  -6.0965  0.076
H  -7.3545  5.3485  -6.1595  0.147
H  -6.0604  4.9281  -7.3004  0.126
H  -7.2404  2.8983  -8.0057  0.174
C  4.9339  -1.9348  6.8834  -0.032
C  3.4547  -2.2212  6.9728  -0.293
O  3.0360  -2.0942  5.6202  0.116
C  4.1086  -2.4099  4.8410  -0.531
O  4.0500  -2.6634  3.6798  0.159
O  5.2431  -2.4109  5.5652  0.088
F  2.8068  -1.3013  7.7247  0.083
H  5.1388  -0.8653  6.9429  0.150
H  5.5206  -2.4581  7.6329  0.146
H  3.2060  -3.2192  7.3358  0.181
C  1.9991  0.7722  10.7431  -0.050
C  1.3484  -0.2633  11.6296  -0.313
O  2.0994  -1.4290  11.3361  0.134
C  3.3416  -1.0279  10.9492  -0.563
O  4.2841  -1.7403  10.8607  0.173
O  3.3484  0.2984  10.6740  0.068
F  0.0513  -0.4732  11.3023  0.079
H  1.5608  0.7720  9.7440  0.143
H  1.9632  1.7772  11.1549  0.141
H  1.4157  -0.0524  12.6982  0.174
C  7.1731  -3.0775  1.1644  -0.048
C  6.4066  -1.8023  1.4124  -0.314
O  6.3150  -1.2430  0.1124  0.129
C  6.3504  -2.2744  -0.7787  -0.553
O  6.0535  -2.1912  -1.9209  0.180
O  6.7681  -3.4119  -0.1672  0.072
F  7.0866  -0.9466  2.2191  0.073
H  8.2508  -2.9071  1.1871  0.145
H  6.9169  -3.8730  1.8592  0.140
H  5.4051  -1.9543  1.8143  0.145

***

Record 2
This record from the OMol25 dataset describes a 3-piece molecular cluster, C6H20N2O2 overall. The level of theory is ωB97M-V with the def2-TZVPD basis set.

Output
LUMO energy: 0.466 eV
energy above the lowest of the compared OMol25 structures with the same formula, charge and spin: 164.6 kJ/mol
SMILES: C[C@@H](N)CCCCN.O.O
spin multiplicity: 1
orbital gap: 9.169 eV
charge: 0

Each line ends with the natural charge from an NBO analysis.
Positions of all 30 atoms, in Å:
C  1.4653  1.9259  -1.6122  -0.631
C  0.7067  1.6454  -0.3429  -0.037
C  -0.6184  0.8773  -0.6335  -0.417
C  -0.6294  -0.2969  -1.5486  -0.433
C  -0.0805  -1.5657  -0.8714  -0.400
C  -0.8392  -2.0755  0.3889  -0.210
N  -2.3124  -2.0413  0.1594  -0.887
N  0.3003  2.8936  0.3084  -0.864
H  0.9465  2.0040  -2.5706  0.216
H  2.0824  2.8312  -1.5530  0.211
H  2.1367  1.0743  -1.7755  0.210
H  1.3548  1.0671  0.3276  0.158
H  -0.9006  0.7272  0.4350  0.185
H  -1.3588  1.6477  -0.8783  0.229
H  0.0701  -0.0800  -2.3620  0.213
H  -1.5879  -0.5934  -1.9731  0.217
H  0.9696  -1.4402  -0.5751  0.183
H  -0.0951  -2.4029  -1.5678  0.198
H  -0.8444  -1.3681  1.2192  0.169
H  -0.3993  -3.0235  0.6763  0.208
H  -2.7672  -2.8510  -0.2083  0.374
H  -2.5556  -1.1087  -0.1207  0.366
H  0.1855  2.8500  1.3061  0.366
H  0.8289  3.7167  0.0683  0.368
H  -0.7887  -0.4753  3.1964  0.477
H  -1.4188  0.9068  2.8881  0.468
O  -1.0439  0.3650  3.5624  -0.942
H  2.4205  -1.0357  1.5589  0.460
H  2.6236  -2.2045  0.8373  0.460
O  2.1492  -1.9697  1.6604  -0.915

***

Record 3
This record from the OMol25 dataset describes C5H8O2 as an isolated structure. The level of theory is ωB97M-V with the def2-TZVPD basis set.

Output
LUMO energy: 0.874 eV
energy above the lowest of the compared OMol25 structures with the same formula, charge and spin: 199.8 kJ/mol
spin multiplicity: 1
orbital gap: 10.137 eV
charge: 0

Each line ends with the natural charge from an NBO analysis.
Positions of all 15 atoms, in Å:
C  0.9404  0.0502  -0.6396  -0.466
C  -0.0965  -0.0332  0.4604  0.239
C  -0.4001  0.8784  1.5918  -0.440
C  0.0210  -0.5597  1.8443  -0.444
O  -1.1146  -0.4739  -0.4347  -0.503
C  -0.2161  -0.4125  -1.5379  0.379
O  -0.6102  0.5491  -2.4635  -0.711
H  1.2697  1.0585  -0.8996  0.225
H  -0.5876  0.1734  -3.3461  0.478
H  1.7921  -0.6285  -0.5499  0.214
H  0.2963  1.6807  1.8222  0.216
H  -1.4483  1.1200  1.7444  0.229
H  1.0182  -0.7460  2.2362  0.214
H  -0.7433  -1.2548  2.1793  0.227
H  -0.1211  -1.4018  -2.0073  0.141

***

Record 4
This record from the OMol25 dataset describes a 2-piece molecular cluster, C8H14NO overall. The level of theory is ωB97M-V with the def2-TZVPD basis set.

Output
LUMO energy: -5.765 eV
energy above the lowest of the compared OMol25 structures with the same formula, charge and spin: 376.8 kJ/mol
spin multiplicity: 1
orbital gap: 8.234 eV
charge: +1

Each line ends with the natural charge from an NBO analysis.
Positions of all 24 atoms, in Å:
C  3.9737  -1.2607  -1.8681  0.140
C  0.1298  -0.8078  1.2106  0.662
C  0.8416  -2.0268  0.7421  -0.729
C  -2.7297  0.1261  -0.0090  -0.697
C  -1.4827  2.3074  0.6411  -0.757
C  0.9009  0.9944  -0.5421  -0.608
C  -1.4548  0.9565  0.2003  0.593
C  -0.3282  0.1437  -0.0505  -0.472
N  3.2440  -1.5136  -1.0204  -0.372
O  -0.0554  -0.7494  2.3920  -0.446
H  4.6970  -1.2368  -2.6037  0.238
H  0.4490  -2.8438  1.3626  0.263
H  1.8840  -2.0712  0.7241  0.293
H  0.4319  -2.3313  -0.2607  0.215
H  -3.3513  0.1901  0.8380  0.270
H  -2.3172  -0.9015  -0.2001  0.232
H  -3.3337  0.3298  -0.8436  0.284
H  -0.5653  2.6553  1.1414  0.271
H  -1.7819  2.7537  -0.3043  0.322
H  -2.2668  2.6476  1.3078  0.298
H  0.9687  1.9661  -0.1514  0.228
H  1.7652  0.3884  -0.2523  0.254
H  0.9667  0.9043  -1.6452  0.244
H  -0.5855  -0.6207  -0.8085  0.273

***

Record 5
This record from the OMol25 dataset describes a 7-piece molecular cluster, C18H36Br6O4 overall. The level of theory is ωB97M-V with the def2-TZVPD basis set.

Output
LUMO energy: 0.271 eV
energy above the lowest of the compared OMol25 structures with the same formula, charge and spin: 0.0 kJ/mol
SMILES: CC(C)=O.CC(C)=O.CC(C)=O.CC(C)=O.BrCCBr.BrCCBr.BrCCBr
spin multiplicity: 1
orbital gap: 9.679 eV
charge: 0

Each line ends with the natural charge from an NBO analysis.
Positions of all 64 atoms, in Å:
C  -2.6575  -2.8795  -2.2086  -0.726
C  -3.0690  -3.3167  -0.8276  0.618
O  -3.9540  -2.7610  -0.1956  -0.577
C  -2.2856  -4.4556  -0.1555  -0.720
H  -3.5116  -3.0901  -2.9371  0.232
H  -1.7844  -3.3032  -2.6304  0.217
H  -2.6067  -1.8266  -2.2973  0.267
H  -1.3250  -4.1091  0.0314  0.229
H  -2.2165  -5.4348  -0.7201  0.226
H  -2.7546  -4.5682  0.8084  0.228
C  5.4805  4.1163  -0.0155  -0.730
C  4.7750  2.8585  -0.6408  0.613
O  3.7696  2.3332  -0.2300  -0.557
C  5.5784  2.2671  -1.7523  -0.738
H  6.2894  4.3548  -0.6749  0.212
H  5.8941  3.8497  0.9252  0.240
H  4.9261  5.0401  0.1188  0.238
H  5.0803  1.3458  -2.1458  0.239
H  6.5911  1.8871  -1.4018  0.239
H  5.7105  3.0344  -2.5443  0.241
C  -2.3038  2.6575  0.2673  -0.727
C  -1.0632  2.1890  -0.3083  0.594
O  -0.8273  2.2488  -1.5203  -0.588
C  0.0162  1.7870  0.6462  -0.716
H  -2.3495  2.6558  1.3237  0.223
H  -3.0351  1.7894  -0.0628  0.264
H  -2.6470  3.6194  -0.1649  0.250
H  0.7810  1.2483  0.1303  0.228
H  -0.4021  1.1685  1.4432  0.224
H  0.2853  2.7705  1.0757  0.251
C  1.3469  -0.2926  -1.9622  -0.721
C  0.3327  -0.8606  -0.9227  0.620
O  -0.8320  -1.1187  -1.1450  -0.569
C  0.9983  -1.2090  0.3949  -0.738
H  1.7165  0.6350  -1.5163  0.238
H  0.9811  -0.2363  -2.9724  0.241
H  2.2383  -0.9752  -1.9930  0.220
H  0.3298  -1.2463  1.2149  0.230
H  1.8360  -0.4932  0.5537  0.227
H  1.4991  -2.1892  0.1750  0.245
Br  -4.9165  -0.2930  2.3823  -0.028
C  -6.4313  -0.8288  1.2621  -0.434
C  -7.3129  -1.5811  2.1726  -0.407
Br  -9.0704  -2.0427  1.2755  -0.052
H  -6.0334  -1.3736  0.3946  0.256
H  -6.8877  0.0687  0.9157  0.217
H  -7.4950  -0.9831  3.0524  0.223
H  -6.7886  -2.4771  2.4746  0.226
Br  1.4843  -3.7716  5.7843  -0.041
C  1.7981  -3.8819  3.7903  -0.401
C  1.0493  -4.9785  3.0971  -0.516
Br  1.2729  -5.1978  1.2427  0.047
H  2.8771  -4.0928  3.8607  0.226
H  1.6545  -2.8473  3.4150  0.228
H  -0.0059  -4.9786  3.3125  0.234
H  1.3695  -5.9062  3.6002  0.230
Br  2.7102  3.0941  -3.8690  -0.020
C  1.7857  3.7998  -2.3139  -0.457
C  2.3978  5.1094  -1.9435  -0.456
Br  1.5595  5.8326  -0.3513  -0.007
H  1.8355  3.0139  -1.5087  0.245
H  0.7450  3.8677  -2.5793  0.249
H  2.1167  5.7585  -2.8177  0.230
H  3.4543  5.1993  -1.8123  0.221

***

Record 6
This record from the OMol25 dataset describes one molecule with the formula C3H10N2S. The level of theory is ωB97M-V with the def2-TZVPD basis set.

Output
LUMO energy: 0.973 eV
energy above the lowest of the compared OMol25 structures with the same formula, charge and spin: 63.9 kJ/mol
SMILES: NC[C@@H](N)CS
spin multiplicity: 1
orbital gap: 9.613 eV
charge: 0

Each line ends with the natural charge from an NBO analysis.
Positions of all 16 atoms, in Å:
N  -1.4316  -0.1758  0.9847  -0.884
C  -0.1935  0.2430  0.3785  -0.078
C  -0.0183  -0.4357  -0.9729  -0.518
S  0.8457  -2.0211  -0.9651  -0.037
C  -0.1755  1.7967  0.1901  -0.221
N  0.2808  2.6494  1.2749  -0.839
H  -1.9666  -0.8635  0.5057  0.373
H  -0.0331  -2.7904  -0.3517  0.114
H  -1.8025  0.1759  1.8407  0.384
H  0.6966  0.0613  1.0006  0.177
H  0.6156  0.2124  -1.5662  0.229
H  -0.9598  -0.6727  -1.4637  0.221
H  0.3789  2.0464  -0.7122  0.182
H  -1.2110  2.0906  -0.0079  0.186
H  1.2644  2.8122  1.1794  0.353
H  0.1601  2.3391  2.2295  0.357

***

Record 7
This record from the OMol25 dataset describes one molecule with the formula C2H4N2OS. The level of theory is ωB97M-V with the def2-TZVPD basis set.

Output
LUMO energy: -0.116 eV
energy above the lowest of the compared OMol25 structures with the same formula, charge and spin: 410.6 kJ/mol
SMILES: [H]/N=C\NOC=S
spin multiplicity: 1
orbital gap: 9.357 eV
charge: 0

Each line ends with the natural charge from an NBO analysis.
Positions of all 10 atoms, in Å:
C  1.5009  0.1003  -0.0362  0.254
C  -1.7370  -0.0221  0.2978  -0.016
H  0.3930  1.6535  -0.4896  0.362
H  2.4134  -0.4460  0.2767  0.167
H  0.8778  -1.6336  -0.5366  0.370
H  -1.3703  0.1394  1.4469  0.198
N  1.3329  1.3088  -0.2066  -0.666
N  0.5121  -0.8963  -0.0402  -0.332
O  -0.6878  -0.4642  -0.5185  -0.387
S  -3.2348  0.2602  -0.1937  0.051

***

Number 1: highest occupied orbital energy -9.6 eV. Number 2: highest occupied orbital energy -8.7 eV. Number 3: highest occupied orbital energy -9.3 eV. Number 4: highest occupied orbital energy -14.0 eV. Number 5: highest occupied orbital energy -9.4 eV. Number 6: highest occupied orbital energy -8.6 eV. Number 7: highest occupied orbital energy -9.5 eV.